This record from OMol25 describes a single C20H25NO3 molecule. The level of theory is wB97M-V/def2-TZVPD.

Values from the calculation:
Relative energy (zero: lowest compared OMol25 entry of this formula, charge and spin) in kcal/mol: 54.4
Total energy in eV: -28778.409
Frontier orbital gap in eV: 8.85
SMILES: COc1ccc(CCNC(=O)CCCc2ccccc2)cc1OC

Last column: Mulliken charge in e.
CARTESIAN COORDINATES (ANGSTROEM)
C  -5.21  -0.21  -0.88  -1.00
H  -5.30  0.69  -1.51  0.36
O  -3.87  -0.62  -0.76  -0.38
C  -2.97  0.22  -0.14  1.05
C  -3.30  1.49  0.31  -0.55
C  -2.37  2.32  0.90  -1.00
C  -1.06  1.89  1.08  -0.43
C  -0.73  0.61  0.66  0.44
C  -1.65  -0.23  0.04  0.03
O  -1.13  -1.42  -0.36  -0.28
C  -1.95  -2.54  -0.60  -0.89
H  -2.53  -2.43  -1.52  0.28
H  -1.27  -3.38  -0.69  0.26
H  -2.64  -2.72  0.23  0.35
H  0.26  0.22  0.80  0.48
C  0.00  2.79  1.66  -0.98
H  0.77  2.18  2.14  0.27
H  -0.43  3.46  2.40  0.50
C  0.65  3.63  0.55  -0.89
N  1.22  2.82  -0.50  -0.11
C  2.54  2.55  -0.57  0.53
O  3.36  3.05  0.17  -0.67
C  2.90  1.60  -1.70  -1.17
H  3.99  1.60  -1.80  0.33
H  2.47  1.97  -2.63  0.44
C  2.41  0.17  -1.44  -0.12
H  2.61  -0.44  -2.32  0.50
H  1.33  0.16  -1.28  0.09
C  3.10  -0.45  -0.21  -0.90
C  2.41  -1.70  0.23  0.61
C  1.83  -1.79  1.49  -0.37
C  1.16  -2.93  1.88  -0.56
C  1.06  -4.01  1.03  -0.58
C  1.65  -3.95  -0.22  -0.66
C  2.32  -2.80  -0.62  -0.36
H  2.78  -2.76  -1.59  0.37
H  1.59  -4.79  -0.90  0.40
H  0.54  -4.91  1.33  0.40
H  0.70  -2.98  2.86  0.40
H  1.90  -0.95  2.17  0.38
H  4.15  -0.66  -0.46  0.45
H  3.10  0.28  0.60  0.33
H  0.57  2.29  -1.06  0.35
H  1.46  4.23  0.97  0.44
H  -0.10  4.30  0.11  0.40
H  -2.66  3.31  1.23  0.41
H  -4.31  1.86  0.19  0.40
H  -5.66  -0.02  0.10  0.39
H  -5.72  -1.04  -1.36  0.25

=====

This record from OMol25 describes a molecular structure, C20H25O6V at a distorted geometry. The level of theory is wB97M-V/def2-TZVPD.

Values from the calculation:
Total charge: +1
Total energy in eV: -59111.672
Frontier orbital gap (spin up / spin down) in eV: 7.87 / 7.33
Multiplicity: 2
Expectation value of S²: 0.76

Last column: Mulliken spin population.
CARTESIAN COORDINATES (ANGSTROEM)
V  -0.08  0.15  0.04  1.07
C  1.22  2.38  2.02  0.00
O  0.53  1.13  1.86  -0.02
C  0.46  0.36  3.07  0.00
C  -0.56  -0.73  2.86  0.00
O  -0.40  -1.33  1.57  -0.01
C  0.52  -2.43  1.42  0.00
C  1.89  -1.93  1.03  0.01
O  1.72  -0.94  -0.01  0.00
C  2.94  -0.58  -0.67  0.00
H  0.78  2.94  2.83  0.00
H  1.11  2.93  1.09  0.00
H  2.28  2.18  2.22  0.00
H  0.13  1.01  3.89  0.00
H  1.45  -0.01  3.31  0.00
H  -1.57  -0.32  2.85  0.00
H  -0.50  -1.49  3.65  0.00
H  0.09  -3.03  0.62  0.00
H  0.56  -3.02  2.33  0.00
H  2.48  -2.77  0.64  0.00
H  2.44  -1.48  1.85  0.00
H  3.45  -1.48  -1.01  0.00
H  3.58  -0.03  0.02  0.00
H  2.67  0.04  -1.52  0.00
O  0.42  1.46  -1.55  -0.09
C  -0.73  1.74  -2.46  0.01
C  -1.84  0.75  -2.06  0.00
O  -2.89  0.77  -2.64  0.00
O  -1.56  -0.09  -1.05  0.00
C  -0.24  1.54  -3.88  0.00
C  -0.84  0.67  -4.78  0.00
C  -0.34  0.53  -6.07  0.00
C  0.76  1.27  -6.47  0.00
C  1.37  2.15  -5.58  0.00
C  0.86  2.28  -4.30  0.00
C  -1.21  3.15  -2.16  0.00
C  -1.36  3.57  -0.84  0.00
C  -1.82  4.85  -0.54  0.00
C  -2.15  5.72  -1.57  0.00
C  -2.02  5.31  -2.89  0.00
C  -1.56  4.03  -3.18  0.00
H  0.96  2.25  -1.53  0.01
H  -1.72  0.10  -4.49  0.00
H  -0.82  -0.15  -6.75  0.00
H  1.15  1.16  -7.48  0.00
H  2.22  2.74  -5.89  0.00
H  1.32  3.00  -3.64  0.00
H  -1.14  2.89  -0.02  0.00
H  -1.94  5.15  0.49  0.00
H  -2.52  6.71  -1.35  0.00
H  -2.29  5.97  -3.70  0.00
H  -1.47  3.71  -4.21  0.00

=====

This record from OMol25 describes a molecular structure, C20H26AsBeF4N4S2. The level of theory is wB97M-V/def2-TZVPD.

Values from the calculation:
Total charge: +1
Total energy in eV: -120900.307
Frontier orbital gap in eV: 8.08

Last column: Mulliken charge in e.
CARTESIAN COORDINATES (ANGSTROEM)
Be  0.63  0.25  0.17  -0.84
C  0.03  2.05  -2.19  -1.33
N  0.54  1.95  -0.81  1.04
C  -0.22  2.90  0.02  -1.22
C  1.98  2.35  -0.81  -0.99
C  2.79  1.14  -0.44  -0.65
N  2.13  0.61  0.76  1.00
C  2.84  0.48  1.93  -1.28
C  2.12  0.39  3.14  1.21
F  0.77  0.41  3.05  -0.24
C  2.72  0.23  4.37  0.05
F  1.95  0.14  5.46  -0.30
C  4.09  0.16  4.49  -0.48
C  4.82  0.21  3.32  0.15
F  6.15  0.08  3.37  -0.30
C  4.23  0.35  2.08  0.56
F  5.05  0.26  1.02  -0.35
H  0.03  3.09  -2.52  0.49
H  0.67  1.47  -2.87  0.53
H  -0.98  1.66  -2.24  -0.03
H  -0.06  3.93  -0.32  0.44
H  -1.28  2.67  -0.03  0.10
H  0.09  2.81  1.06  0.35
H  2.28  2.77  -1.77  0.37
H  2.14  3.11  -0.04  0.41
H  2.75  0.39  -1.24  0.15
H  3.82  1.43  -0.29  0.67
H  4.56  0.03  5.45  0.51
C  -3.96  -1.49  -0.42  -0.89
As  -3.22  0.20  0.15  0.82
C  -3.57  1.40  -1.34  -1.12
C  -4.39  0.81  1.55  -1.13
S  -1.33  0.00  1.12  -0.46
H  -5.04  -1.36  -0.55  0.45
H  -3.78  -2.23  0.36  0.35
H  -3.51  -1.83  -1.35  0.18
H  -4.65  1.41  -1.46  0.46
H  -3.12  1.03  -2.26  0.27
H  -3.23  2.41  -1.13  0.41
H  -5.43  0.78  1.22  0.42
H  -4.13  1.83  1.84  0.39
H  -4.26  0.16  2.41  0.39
N  2.10  -2.55  1.15  -0.20
C  1.19  -2.54  0.18  0.66
N  0.71  -1.50  -0.47  0.37
C  -0.17  -1.93  -1.47  -0.89
C  -0.80  -1.12  -2.41  0.62
C  -1.61  -1.70  -3.37  -1.00
C  -1.82  -3.07  -3.41  -0.58
C  -1.21  -3.90  -2.48  -0.51
C  -0.39  -3.31  -1.53  0.60
S  0.56  -4.10  -0.31  -0.32
H  2.52  -1.70  1.49  -0.09
H  2.37  -3.42  1.56  0.25
H  -0.61  -0.06  -2.40  0.29
H  -2.06  -1.07  -4.13  0.41
H  -2.46  -3.51  -4.17  0.41
H  -1.34  -4.97  -2.49  0.44